# 1
The following is a quantum chemistry calculation of a molecular structure, C21H31N6NiP, from OMol25.

Structure (ORCA input):
```
! RIJCOSX wB97M-V def2-TZVPD def2/J DEFGRID3
* xyz 2 3
C 3.4879 0.3250 -0.4342
C -1.3496 2.1283 2.5250
C -0.1953 3.7347 1.3590
H 2.9216 2.9943 0.8596
C -0.7956 4.7476 2.0916
C -1.6334 -4.1377 2.5903
C -2.1691 -1.8818 3.2423
H 3.4062 -0.7025 -0.7845
P 2.3522 0.6496 0.9392
H -2.4231 -0.2960 -4.4524
H 1.2029 -1.4069 -0.9777
C 1.1616 -2.6599 -2.7124
H -1.0792 -2.4481 -4.3723
H -1.2787 1.0353 -4.5818
N -0.6317 -0.6131 -3.4595
C -1.2405 1.5074 -1.8255
C -0.6243 -2.3060 1.4302
H -2.6838 2.7361 4.0605
H 1.8404 -1.5383 -4.4121
C -0.0739 -0.5422 -2.2472
H 2.2471 -0.3744 3.1251
C -1.3090 -1.4225 2.2497
H -2.6995 -1.1821 3.8720
H 0.0217 -1.9152 0.6568
H 3.9967 2.0962 1.9429
H -2.1901 5.1758 3.6663
H -0.6664 2.2675 -2.3637
H -1.6737 1.9970 -0.9496
C -1.6995 0.2980 -3.8948
H -1.7629 -5.2029 2.7296
H 3.2845 0.9937 -1.2704
H 0.5247 3.9608 0.5825
H -0.2491 -4.3675 0.9670
C -1.9880 3.0658 3.3016
C 1.0631 -2.2654 -4.1702
H 1.2074 -3.1354 -4.8084
C 2.9612 2.2143 1.6211
C 2.7806 -0.5825 2.1967
H -0.3560 -1.2305 -5.4172
H -2.9971 1.7721 -3.0501
H 2.5033 -1.5833 1.8614
H 2.3564 2.5188 2.4748
N -0.4664 2.4461 1.5707
H 3.8545 -0.5600 2.3900
C -0.3063 -1.6770 -4.4247
N 0.8196 -1.4926 -1.9006
C -2.3449 0.9695 -2.7087
H 4.5071 0.4902 -0.0819
N -1.0691 -0.0302 2.0193
C -0.7819 -3.6709 1.6000
H -0.5439 5.7779 1.8841
Ni 0.0790 0.8023 0.5093
C -2.3252 -3.2449 3.4050
N -1.6501 0.7558 2.7804
H 2.1753 -2.9622 -2.4551
H -2.9515 0.2552 -2.1475
N -0.3460 0.4215 -1.3604
C -1.7049 4.4094 3.0766
H 0.4938 -3.4954 -2.4904
H -2.9888 -3.6185 4.1726
*
```

Relative energy (zero: lowest compared OMol25 entry of this formula, charge and spin), eV: 0.187
HOMO energy (alpha / beta), eV: -14.66 / -14.73
E_LUMO (alpha / beta), eV: -7.083 / -7.332


# 2
The following is a quantum chemistry calculation of a molecular structure, C21H31O4Pt, from OMol25.

Structure (ORCA input):
```
! RIJCOSX wB97M-V def2-TZVPD def2/J DEFGRID3
* xyz 1 5
O 0.4966 -2.4349 -1.2078
H 3.4731 3.5035 -6.1790
C 5.2546 3.3826 -4.9608
O 4.8509 2.4192 -3.9631
H -2.1989 -1.5138 -2.0846
C 6.1339 1.7575 -4.1009
H 2.2346 1.1789 -1.9510
C -0.0519 -3.8642 0.8865
O 0.1053 -2.4413 1.0020
C -0.7065 1.4989 -1.5751
H -3.7625 0.2932 -0.8964
C 5.0790 4.7570 -4.3594
H 7.4654 3.4117 -4.6520
C -2.7098 0.4260 -1.1237
C -0.6077 0.0851 -2.0386
H 6.0332 0.7533 -4.5199
H 2.5878 1.9882 0.8493
C 3.8466 -0.6378 -2.6327
H 6.9142 2.4110 -6.0783
H 4.2241 -1.5010 -3.1995
H 0.1245 3.1133 0.8621
C 0.3000 -1.8076 -0.1732
C -0.5230 1.2105 1.8767
C -2.0054 1.6372 -0.9616
H 4.9921 3.8530 -7.0279
H 4.0009 4.9564 -4.2629
C 4.8194 -0.0271 -1.5862
H -0.9009 -4.0801 0.2380
H -1.5509 1.4065 2.1484
H 0.8637 -4.3172 0.5066
H 5.4897 4.7736 -3.3441
C 6.6777 2.7894 -5.0779
H 3.9237 1.5911 -0.4211
H 3.0132 2.4618 -2.9449
C 1.6729 1.5095 1.1667
H 5.0713 2.1385 -1.6498
H 5.5793 5.5111 -4.9820
H 2.3755 -0.5209 1.8687
C 3.1706 1.4793 -2.4944
H 4.8226 -0.5798 -0.6364
H 6.6438 1.7429 -3.1357
H -0.0124 2.2636 -1.9072
H 2.9095 -0.9695 -2.1172
C 4.2860 1.4125 -1.4366
C 0.2027 0.0051 2.1685
H -2.4022 2.5646 -0.5626
C 1.5626 0.1806 1.7134
C -1.8938 -0.5306 -1.7474
Pt 0.1661 0.1818 -0.0816
H 4.5934 2.1511 -6.6011
H -0.2543 -4.2004 1.8988
C 0.3681 2.1135 1.1976
O 3.4892 0.4689 -3.5118
C 4.5227 3.2002 -6.2750
H 5.8479 0.0415 -1.9843
H -0.1789 -0.8350 2.7284
H 0.1510 -0.2330 -2.7431
*
```

Relative energy (zero: lowest compared OMol25 entry of this formula, charge and spin), eV: 0.000
HOMO energy (alpha / beta), eV: -9.49 / -11.25
E_LUMO (alpha / beta), eV: -2.215 / -6.840


# 3
The following is a quantum chemistry calculation of a molecular structure, C21H31O4Zr, from OMol25.

Structure (ORCA input):
```
! RIJCOSX wB97M-V def2-TZVPD def2/J DEFGRID3
* xyz 1 1
C 1.4464 -1.1859 1.1448
H 0.0042 -2.6272 2.1041
C -3.6253 -2.7548 -1.3149
H -2.6170 1.8710 -1.3162
C -4.4295 -2.2188 -0.1331
O -6.1109 -2.7972 -2.3775
H -6.2404 -4.3724 -0.9355
H -1.2059 0.3781 -3.0820
H -3.0808 -0.8749 -2.2642
C -6.1449 -4.2326 -4.3961
O -0.7103 0.5490 1.9046
C -2.6542 -1.6566 -1.6276
C -1.5499 1.6609 -1.2623
C -0.8037 0.8579 -2.1890
C -3.4144 -1.4830 0.6977
H 1.0087 -1.9712 -2.1073
H -4.2218 -2.9568 -2.1916
H 0.2286 1.3684 4.8108
C -0.6272 2.2519 -0.3420
H -3.7753 -0.5746 1.1907
H 1.9817 -0.7669 1.9929
H -4.9372 -2.9997 0.4291
H -0.8695 3.0149 0.3942
C -7.6774 -2.2727 -4.2052
C 0.1208 -2.5886 -0.1375
H -5.4458 -3.6288 -4.9897
H -2.9125 -2.1410 1.4206
C -6.8693 -3.6079 -1.4176
C 0.4169 -2.1808 1.2003
O 1.2437 1.5694 2.3878
H 2.6316 -0.3888 -0.5689
C 0.6905 1.7957 -0.6735
H -8.2505 -1.6342 -3.5267
C 0.9411 -1.8224 -1.0297
C -7.8070 -4.1723 -2.4800
O -2.4014 -1.0509 -0.3033
H 1.6121 2.1163 -0.1945
Zr -0.4742 -0.1666 0.0270
H 1.4014 0.6065 -2.4620
C 0.5807 0.9776 -1.8502
H -6.8530 -4.7170 -5.0826
H -0.6697 2.6824 4.0506
C 1.7853 -0.9805 -0.2280
H -6.9714 -1.6752 -4.7917
C -6.9349 -3.3503 -3.4524
H -7.7075 -5.2496 -2.6213
C -0.5027 1.6025 4.0364
H -3.0935 -3.6706 -1.0274
H -0.5122 -3.4298 -0.4196
H -8.3791 -2.7480 -4.9007
H -5.6069 -5.0171 -3.8494
H -1.4395 1.0692 4.2070
C 0.0979 1.2466 2.7089
H -8.8423 -3.8443 -2.3817
H -5.1874 -1.5201 -0.5015
H -7.3337 -2.9539 -0.6684
H -1.7123 -2.0149 -2.0706
*
```

Relative energy (zero: lowest compared OMol25 entry of this formula, charge and spin), eV: 0.000
HOMO energy, eV: -11.97
E_LUMO, eV: -2.988


# 4
The following is a quantum chemistry calculation of a gas-phase ion, C21H32BF5NO3 (charge +1), from OMol25.

Structure (ORCA input):
```
! RIJCOSX wB97M-V def2-TZVPD def2/J DEFGRID3
* xyz 1 1
C -0.1485 2.8524 0.9418
C 0.1897 -2.4087 -0.9261
O 3.1166 2.8974 1.9417
C 2.9696 -1.4989 -0.5213
F 0.8150 2.4333 6.4248
H -4.8758 -1.0200 1.5909
C -3.1090 -1.4332 -1.6292
H -5.0694 -0.6402 -1.9841
C -2.3782 -2.3828 -0.6763
H -0.1343 0.2519 -4.3179
H -2.4859 -0.5521 -1.8283
C 0.6415 1.7277 -1.4662
C 1.9124 2.2018 4.3428
H 1.4388 -4.1778 -1.0535
C 2.8871 1.0617 -0.5184
F 1.3712 0.4234 5.8153
O 0.1004 0.1886 -3.3852
O 1.5113 1.7650 3.0801
H 1.7855 2.2270 -4.6759
C 2.9188 -0.2324 0.3500
C -1.0013 2.8284 -0.1358
C 1.1272 2.3036 0.8088
H 3.2699 -3.4896 0.2311
H 0.0166 -1.5678 -0.2448
B 0.9480 1.1484 -2.9330
H 2.0238 -0.2946 0.9731
H -2.0032 3.2306 -0.1035
H -1.2680 -3.0313 -2.4102
H 4.0112 -1.6521 -0.8169
H 3.0785 0.7709 -1.5501
H 3.6786 1.7506 -0.2250
N -0.5846 2.2657 -1.2773
F 3.1553 1.8093 4.6197
H 2.8018 0.9115 -4.0817
C 2.1387 1.7232 -3.7709
H 2.3266 -2.4897 1.2920
H 0.6999 -3.9106 0.4962
C -4.2365 -0.1765 1.3285
C -4.4765 -0.9646 -1.1236
H 0.6241 -1.9925 -1.8387
C -4.4267 0.2161 -0.1397
H -4.4950 0.6580 1.9842
C 2.0592 2.3679 1.9879
H -1.1234 -4.1144 -1.0421
H 2.4152 -1.3362 -1.4455
H 2.7243 2.4558 -3.2130
C 2.4711 -2.7451 0.2393
F 1.8609 3.5405 4.3958
H -3.6226 0.8986 -0.4433
C 1.5446 1.7227 -0.4001
H -5.3637 0.7718 -0.2167
H -5.0251 -1.7978 -0.6760
H -0.4707 3.3000 1.8716
H -3.2052 -0.4514 1.5591
C -1.1534 -3.0594 -1.3250
C 0.9183 1.6008 5.3915
F -0.2894 1.4297 4.8420
H 3.8079 -0.2089 0.9807
H -3.0843 -3.1487 -0.3461
H -1.2315 2.2493 -2.0571
H -3.2483 -1.9603 -2.5767
H -2.0452 -1.8527 0.2195
C 1.1959 -3.3932 -0.3329
*
```

HOMO energy, eV: -12.99
SMILES: CCCCCCCCCCCCc1c(C(=O)OC(F)(F)C(F)(F)F)cc[nH+]c1B(C)O
E_LUMO, eV: -4.636


# 5
The following is a quantum chemistry calculation of a molecular structure, C21H32BIrN2O11P, from OMol25.

Structure (ORCA input):
```
! RIJCOSX wB97M-V def2-TZVPD def2/J DEFGRID3
* xyz 0 2
H -2.4143 -3.9770 -0.4530
O 2.0714 0.3867 0.4244
H -3.7578 -0.5458 3.2284
H 2.4062 2.6524 -0.7450
H -5.2458 1.1366 -0.9862
C -1.5353 4.4042 -2.3322
H -5.8124 -0.9452 -0.5212
H -2.2257 4.4965 -3.1674
H -6.6731 -0.1109 0.7916
Ir -0.1997 0.4250 0.3030
C -4.7196 -0.6142 2.7282
H -0.6430 4.9756 -2.5647
H 0.7045 4.5836 2.2987
H 4.4878 0.1593 3.4400
C 3.4551 0.1172 3.7527
H -5.3648 0.1879 3.0758
C -0.8907 -2.5450 -0.0824
O 5.3403 -0.0074 5.6538
H -2.1354 2.4016 -1.8235
H -1.1036 4.0842 0.7055
P 0.0183 2.5398 -0.7713
C 1.0816 0.0976 3.1554
C -4.8764 1.6792 -0.1212
C -0.0674 3.9870 0.3725
N -0.5378 0.1160 4.9511
H 2.9744 3.9455 -2.7362
C -1.2195 2.9315 -2.0981
C 1.9294 3.9300 -2.4314
H 0.5983 2.8312 2.0646
H -0.8186 -4.3784 -1.1193
H 1.5687 -0.0402 6.5809
C 1.8102 0.0104 5.5310
O 0.1176 -2.1788 0.4532
O -1.4494 0.1339 4.0687
H 1.7293 4.8521 -1.8893
C 2.9213 0.1649 1.3323
O -1.6730 -1.5850 -0.6623
C -5.9222 -0.8563 0.5559
H -5.7173 1.9845 0.4947
C 2.4479 0.1390 2.7871
C -4.5764 -0.5266 1.2115
H -4.3659 2.5704 -0.4737
H -2.6939 2.4622 1.3260
H -4.0050 2.0998 2.4577
C 0.7917 0.0802 4.5764
O 4.1181 0.0165 1.1528
H -0.8361 2.4706 -3.0129
O -2.8353 0.3738 -0.1507
N 4.1944 -0.0170 6.0641
C -1.3452 -3.9511 -0.2648
C 0.8387 3.7781 1.5799
H 1.8847 3.7600 1.2843
H -2.0054 4.8531 -1.4624
O -3.6616 -1.5489 0.7566
C -3.9151 0.8212 0.7039
H -5.1761 -1.5671 2.9833
B -2.7318 -0.9844 -0.0250
O -0.7914 0.1138 6.1771
H -1.0909 -4.5425 0.6112
C -3.2595 1.6614 1.8022
H -2.5655 1.0684 2.3984
H 1.3184 3.9076 -3.3317
O 3.8859 -0.0703 7.2407
H -6.2586 -1.8165 0.9363
C 3.1340 0.0345 5.0999
H 1.8280 1.7888 -2.1489
H 0.2043 4.8998 -0.1618
C 1.6818 2.7004 -1.5626
O 0.0836 0.0417 2.3687
*
```

HOMO energy (alpha / beta), eV: -8.12 / -8.20
E_LUMO (alpha / beta), eV: -1.251 / -1.146


# 6
The following is a quantum chemistry calculation of 2 unconnected molecules or ions with the total composition C21H32BrFN5O10P, from OMol25.

Structure (ORCA input):
```
! RIJCOSX wB97M-V def2-TZVPD def2/J DEFGRID3
* xyz 0 1
H -1.1438 3.4456 -1.9763
H 0.2893 1.2565 -0.3988
O -4.4178 1.3327 -6.1014
C 2.9260 0.8107 4.9446
C -1.8932 2.1364 -3.5015
H -1.2555 2.7671 -4.1255
O 0.4288 -1.3546 4.8198
C 4.3367 -2.9165 0.8255
H -2.4071 0.9266 -5.7754
H 2.2343 1.1789 7.8315
H 3.2194 2.4176 7.0082
H -1.8263 1.0440 1.5059
N 2.0637 -4.5519 1.7345
O -3.4653 0.1361 -7.7331
H 1.1514 0.6135 1.5268
C 3.9065 -2.6333 -1.4631
O 0.1367 0.2665 3.3229
C -4.4537 0.4230 -7.1010
H 3.3841 1.7746 4.7146
Br 3.0110 -1.3858 6.8348
C 3.1993 1.3944 7.3820
H -1.4585 1.1359 -3.5347
H -3.8702 1.2817 -3.7112
O 4.5226 -1.6242 -1.5350
C -0.5502 1.8488 -0.0268
N 5.5504 0.4038 3.8033
H 1.8671 -5.0436 2.5984
C 0.8091 -0.7389 3.8643
H -2.6576 1.5438 -0.3971
H -2.8051 2.6042 -6.1944
H 1.8565 0.9503 5.0731
O -10.6429 0.0015 -5.9432
C 0.1433 0.3801 1.8791
C -3.2648 2.0701 -4.1616
H 0.3575 -3.1664 3.6066
H 4.6228 0.3251 6.1834
N -9.4366 0.2142 -6.1547
H -6.1987 0.2877 -8.2407
H -1.6135 0.6528 -1.4771
C 3.5459 0.4014 6.2879
C -1.7369 1.6114 -0.9748
C 4.4813 -0.3102 3.3372
H 5.6327 -1.3529 2.0234
H 5.3380 1.3770 3.9885
N 4.6939 -1.2157 2.3862
C -0.8218 1.4574 1.4401
H 3.9364 1.3333 8.1799
H 6.3548 0.3743 3.1875
O 5.4972 -3.2014 0.8991
C -5.8229 -0.1301 -7.3073
H 3.4255 -4.2774 -0.3851
C -3.1326 1.7253 -5.6368
C 3.7381 -2.0316 1.8757
H -0.2507 2.8926 -0.0865
C 2.4573 -1.9594 2.3092
H -3.7967 3.0145 -4.0552
C -1.9209 2.6856 -2.0665
C 3.1844 -0.1739 3.8412
P 1.1841 -3.1038 1.5391
H -0.1633 -0.5655 1.4281
H -2.8639 3.2066 -1.9107
H -6.5102 0.1702 -6.5253
N 3.5131 -3.2715 -0.2916
F 3.4273 -3.2984 -2.5175
H -5.7794 -1.2095 -7.3974
H -0.7729 2.3191 2.1015
O -9.0268 1.3739 -6.3848
O 0.0495 -3.1751 2.6885
H 1.8993 -5.1659 0.9477
O -8.6152 -0.7332 -6.1384
C 2.1996 -0.9758 3.3109
*
```

HOMO energy, eV: -5.31
E_LUMO, eV: -3.693